(1)
{
  "formula": "C4H16NO2S",
  "method": "ωB97M-V with the def2-TZVPD basis set",
  "total_charge": 1,
  "orbital_gap_ev": 8.10,
  "largest_force_ev_per_a": 2.59,
  "relative_energy_kcal_mol": 30.58,
  "spin_multiplicity": 1,
  "energy_ha": -765.15460,
  "homo_ha": -0.4279,
  "elements": ["C", "C", "C", "S", "C", "N", "H", "H", "H", "H", "H", "H", "H", "H", "H", "H", "H", "H", "H", "H", "O", "H", "H", "O"],
  "coordinates": [[-0.27199, -1.40163, 0.30454], [-0.69386, -1.52510, -1.15315], [-0.94200, -0.21123, -1.83586], [-2.45982, 0.68182, -1.34046], [-1.86054, 1.89968, -0.12663], [1.05658, -0.66492, 0.41154], [-1.06735, -1.10278, 0.98391], [-0.07536, -2.40441, 0.69475], [-1.56888, -2.19217, -1.09868], [-0.10985, -2.30712, -1.65869], [-0.98045, -0.27552, -2.92051], [-0.14772, 0.51868, -1.63293], [-1.49603, 2.77859, -0.65448], [-1.14440, 1.53596, 0.61212], [-2.76933, 2.16212, 0.40650], [1.22337, -0.18129, -0.46689], [1.07220, -0.16039, 1.29107], [1.73071, -1.41435, 0.44298], [-0.73199, 1.47903, 3.28886], [0.65020, 1.09440, 2.89495], [-0.23855, 1.16520, 2.51667], [4.03166, -0.45537, -0.27107], [3.48952, 0.88868, -0.08323], [3.30390, 0.09213, -0.60530]]
}


(2)
{
  "formula": "C18H16N2O5",
  "method": "ωB97M-V with the def2-TZVPD basis set",
  "total_charge": 0,
  "orbital_gap_ev": 8.49,
  "largest_force_ev_per_a": 5.40,
  "relative_energy_kcal_mol": 144.30,
  "spin_multiplicity": 1,
  "energy_ha": -1181.03092,
  "homo_ha": -0.3010,
  "elements": ["O", "O", "C", "C", "C", "C", "O", "O", "O", "C", "C", "C", "C", "C", "C", "C", "C", "N", "N", "C", "C", "C", "C", "C", "C", "H", "H", "H", "H", "H", "H", "H", "H", "H", "H", "H", "H", "H", "H", "H", "H"],
  "coordinates": [[-0.22711, -4.91012, 2.03963], [1.62492, -2.83094, 6.81476], [0.00145, 1.49153, -2.31286], [-0.18090, 2.36011, -3.43996], [0.09579, 0.77933, -1.31512], [-0.36513, 3.07636, -4.39835], [-0.31332, -4.29680, 8.13297], [-1.81380, 6.92846, -4.99350], [0.85334, -4.97237, 4.04149], [0.47087, -4.36891, 2.90915], [1.15154, -3.78022, 6.20258], [-0.63885, -1.12112, -0.01191], [1.42589, -0.02331, 0.58483], [-0.44116, -2.09791, 0.95081], [1.59579, -1.01416, 1.56770], [0.30559, -0.12897, -0.23841], [0.72535, -2.09194, 1.75603], [0.14974, -4.56112, 6.80774], [0.92208, -3.04344, 2.78938], [1.73502, -2.78601, 3.90616], [-1.99396, 6.11842, -6.17607], [-1.30351, 3.64397, -6.75452], [1.65401, -4.07338, 4.79098], [-0.48688, 4.01840, -5.51987], [-1.87175, 4.67282, -5.75900], [0.25602, -3.63647, 8.56283], [-2.53600, 6.77885, -4.37322], [-1.48127, -1.17492, -0.69560], [2.16857, 0.76476, 0.39536], [-1.23493, -2.84424, 1.10299], [2.49039, -0.94751, 2.14633], [-0.31791, -5.30783, 6.26566], [2.78939, -2.57095, 3.66003], [1.29431, -1.94417, 4.46845], [-2.94576, 6.37491, -6.63631], [-1.19220, 6.38475, -6.91299], [-1.79765, 2.64718, -6.76238], [-0.94965, 4.02621, -7.70820], [2.64908, -4.50561, 4.91880], [0.40318, 4.63695, -5.68159], [-2.67058, 4.32944, -5.12481]]
}


(3)
{
  "formula": "C45H109N11O7",
  "method": "ωB97M-V with the def2-TZVPD basis set",
  "total_charge": 0,
  "orbital_gap_ev": 7.89,
  "largest_force_ev_per_a": 4.67,
  "relative_energy_kcal_mol": 118.39,
  "spin_multiplicity": 1,
  "energy_ha": -2908.78002,
  "homo_ha": -0.2892,
  "elements": ["C", "C", "N", "C", "C", "C", "C", "H", "H", "H", "H", "H", "H", "H", "H", "H", "H", "H", "H", "H", "H", "H", "C", "C", "N", "C", "C", "C", "C", "H", "H", "H", "H", "H", "H", "H", "H", "H", "H", "H", "H", "H", "H", "H", "C", "C", "N", "C", "C", "C", "C", "H", "H", "H", "H", "H", "H", "H", "H", "H", "H", "H", "H", "H", "H", "H", "C", "C", "N", "C", "C", "C", "C", "H", "H", "H", "H", "H", "H", "H", "H", "H", "H", "H", "H", "H", "H", "H", "C", "C", "O", "N", "C", "H", "H", "H", "H", "H", "H", "H", "C", "C", "O", "N", "C", "H", "H", "H", "H", "H", "H", "H", "C", "C", "O", "N", "C", "H", "H", "H", "H", "H", "H", "H", "C", "C", "O", "N", "C", "H", "H", "H", "H", "H", "H", "H", "C", "C", "O", "N", "C", "H", "H", "H", "H", "H", "H", "H", "C", "C", "O", "N", "C", "H", "H", "H", "H", "H", "H", "H", "C", "C", "O", "N", "C", "H", "H", "H", "H", "H", "H", "H"],
  "coordinates": [[-7.54077, -7.56145, -0.42996], [-8.29251, -6.27692, 0.20416], [-8.34838, -5.17324, -0.68738], [-9.62841, -4.53311, -0.82447], [-10.67353, -5.42999, -1.52506], [-7.33108, -4.06924, -0.50932], [-7.39649, -3.34558, 0.79496], [-8.12804, -7.97095, -1.25187], [-7.28539, -8.33119, 0.29830], [-6.51845, -7.37226, -0.75734], [-9.28432, -6.71619, 0.31124], [-8.05766, -6.01478, 1.23577], [-9.92652, -4.29429, 0.19641], [-9.46886, -3.57934, -1.32742], [-11.54263, -4.85821, -1.85039], [-10.23643, -5.70972, -2.48359], [-11.03794, -6.35877, -1.08612], [-7.44230, -3.34306, -1.31454], [-6.35335, -4.54579, -0.58039], [-8.37735, -2.87683, 0.87424], [-6.70050, -2.50672, 0.79590], [-7.13722, -4.02397, 1.60776], [-2.18584, -7.15667, 7.75785], [-1.05902, -6.87004, 6.71001], [0.07104, -6.18957, 7.26799], [1.32134, -6.27636, 6.47405], [1.32572, -5.31697, 5.26699], [-0.23639, -4.89829, 7.98223], [0.84519, -4.35939, 8.95505], [-2.91652, -7.84643, 7.33544], [-2.87352, -6.33665, 7.96461], [-2.00653, -7.65411, 8.71101], [-0.83707, -7.76227, 6.12453], [-1.50547, -6.08893, 6.09467], [2.14822, -6.05776, 7.14976], [1.59929, -7.26639, 6.11251], [0.84694, -5.70682, 4.36871], [0.76184, -4.38627, 5.32978], [2.29796, -5.22246, 4.78334], [-1.16805, -4.84565, 8.54556], [-0.41140, -4.04740, 7.32384], [1.16873, -5.12956, 9.65525], [0.21141, -3.69901, 9.54692], [1.71272, -3.92924, 8.45459], [-2.26354, -10.99816, -0.26592], [-1.31159, -9.74165, -0.31764], [-1.02782, -9.21086, -1.60908], [-0.62249, -7.76355, -1.47902], [-1.82360, -6.81598, -1.52244], [0.03394, -9.97405, -2.21502], [0.08584, -9.64607, -3.67806], [-2.64482, -11.10737, 0.74937], [-1.76854, -11.92574, -0.55340], [-2.98811, -10.83052, -1.06279], [-1.80520, -8.98474, 0.29191], [-0.43183, -9.97816, 0.28084], [-0.02897, -7.51997, -0.59782], [0.02442, -7.45396, -2.29986], [-2.33899, -6.80333, -0.56207], [-1.57699, -5.76115, -1.64338], [-2.40949, -7.05134, -2.41094], [-0.09403, -11.05491, -2.15604], [1.00688, -9.84307, -1.74138], [-0.78010, -9.81679, -4.31767], [0.66791, -10.40344, -4.20312], [0.31491, -8.61311, -3.94001], [8.36665, 12.70168, -0.28310], [8.20266, 11.27833, -0.92229], [7.93459, 10.40733, 0.23299], [9.24403, 9.97409, 0.78677], [9.17972, 9.70690, 2.36226], [7.19498, 9.17944, -0.09612], [5.83344, 9.48768, -0.70564], [8.07927, 13.37299, -1.09234], [9.33689, 12.94521, 0.14981], [7.59162, 12.86989, 0.46465], [7.32449, 11.39384, -1.55757], [9.08700, 11.02364, -1.50638], [9.97378, 10.78097, 0.71946], [9.75001, 9.12764, 0.32242], [8.31779, 9.06317, 2.53770], [9.09199, 10.66671, 2.87134], [9.97624, 9.13417, 2.83728], [7.80585, 8.71237, -0.86864], [7.08027, 8.57106, 0.80099], [4.99588, 8.80185, -0.83300], [5.50274, 10.38708, -0.18621], [5.92192, 9.88355, -1.71735], [-6.26597, 5.99783, 4.26635], [-6.55945, 6.35330, 2.86170], [-7.67294, 6.35235, 2.42546], [-5.54804, 6.72717, 2.13435], [-5.60598, 7.22552, 0.77323], [-7.13763, 6.24758, 4.87126], [-5.46470, 6.51847, 4.79076], [-6.07720, 4.93763, 4.43495], [-4.71810, 6.20164, 2.36910], [-5.55262, 8.31411, 0.75790], [-6.54259, 7.02868, 0.25158], [-4.84136, 6.80006, 0.12328], [-5.05075, 1.61324, -4.15824], [-5.33744, 0.44906, -5.04568], [-6.38698, -0.05523, -4.93441], [-4.25252, -0.06076, -5.69775], [-4.29901, -1.07526, -6.71907], [-4.18801, 2.21853, -4.43645], [-4.63203, 1.16655, -3.25644], [-5.83952, 2.27352, -3.79769], [-3.38544, 0.25264, -5.28537], [-3.53541, -0.79658, -7.44527], [-5.23665, -1.14631, -7.27030], [-4.02093, -2.03079, -6.27438], [2.03677, 9.11334, -7.17646], [1.32431, 7.86375, -6.74653], [1.03993, 7.64093, -5.58114], [0.99686, 6.99816, -7.68027], [0.34215, 5.67388, -7.43029], [3.11798, 9.03895, -7.06013], [1.62363, 9.84712, -6.48438], [1.92227, 9.39127, -8.22419], [1.05675, 7.31262, -8.63821], [0.53757, 4.96418, -8.23418], [-0.74629, 5.68937, -7.37414], [0.65850, 5.13292, -6.53846], [2.37124, 2.52991, 5.21723], [3.16204, 1.26515, 5.35192], [3.51715, 0.54905, 4.39461], [3.63683, 0.98236, 6.55965], [4.66062, -0.08662, 6.85839], [2.60020, 3.06273, 4.29433], [2.65370, 3.27907, 5.95686], [1.29535, 2.35506, 5.21398], [3.47864, 1.66411, 7.28785], [5.70858, 0.21007, 6.90144], [4.48639, -1.03101, 6.34277], [4.50698, -0.36516, 7.90093], [4.35186, 0.85387, -5.67737], [3.38409, -0.17393, -5.04958], [2.56987, 0.17686, -4.17621], [3.50414, -1.42741, -5.53165], [2.73275, -2.61386, -5.17186], [5.38443, 0.65063, -5.39352], [4.05514, 1.88630, -5.49262], [4.35748, 0.72575, -6.75980], [3.96997, -1.54749, -6.41973], [3.11545, -3.04392, -4.24629], [2.63230, -3.31395, -6.00125], [1.73620, -2.22020, -4.97186], [6.40278, -0.77080, -0.18700], [6.66547, 0.67093, -0.33671], [7.59641, 1.09099, -1.04112], [5.72828, 1.46289, 0.20790], [5.77340, 2.90457, 0.10948], [5.41820, -0.94375, -0.62149], [6.51168, -0.98610, 0.87596], [7.26007, -1.27152, -0.63693], [5.03456, 1.05243, 0.81647], [5.38860, 3.52378, 0.91978], [5.23115, 3.18677, -0.79297], [6.79985, 3.27131, 0.10570], [-0.57694, 3.92351, -1.01494], [-1.17599, 2.79030, -0.22364], [-2.20769, 2.88658, 0.40856], [-0.52802, 1.59282, -0.28333], [-0.97160, 0.34637, 0.25218], [-0.95950, 4.80876, -0.50691], [-0.87157, 3.91496, -2.06433], [0.50574, 4.01920, -0.93283], [0.20730, 1.49857, -0.96928], [-1.94093, 0.51864, 0.71997], [-0.26650, 0.16826, 1.06411], [-1.06735, -0.44013, -0.49638]]
}


Please write out number 1 again, unchanged.
{
  "formula": "C4H16NO2S",
  "method": "ωB97M-V with the def2-TZVPD basis set",
  "total_charge": 1,
  "orbital_gap_ev": 8.10,
  "largest_force_ev_per_a": 2.59,
  "relative_energy_kcal_mol": 30.58,
  "spin_multiplicity": 1,
  "energy_ha": -765.15460,
  "homo_ha": -0.4279,
  "elements": ["C", "C", "C", "S", "C", "N", "H", "H", "H", "H", "H", "H", "H", "H", "H", "H", "H", "H", "H", "H", "O", "H", "H", "O"],
  "coordinates": [[-0.27199, -1.40163, 0.30454], [-0.69386, -1.52510, -1.15315], [-0.94200, -0.21123, -1.83586], [-2.45982, 0.68182, -1.34046], [-1.86054, 1.89968, -0.12663], [1.05658, -0.66492, 0.41154], [-1.06735, -1.10278, 0.98391], [-0.07536, -2.40441, 0.69475], [-1.56888, -2.19217, -1.09868], [-0.10985, -2.30712, -1.65869], [-0.98045, -0.27552, -2.92051], [-0.14772, 0.51868, -1.63293], [-1.49603, 2.77859, -0.65448], [-1.14440, 1.53596, 0.61212], [-2.76933, 2.16212, 0.40650], [1.22337, -0.18129, -0.46689], [1.07220, -0.16039, 1.29107], [1.73071, -1.41435, 0.44298], [-0.73199, 1.47903, 3.28886], [0.65020, 1.09440, 2.89495], [-0.23855, 1.16520, 2.51667], [4.03166, -0.45537, -0.27107], [3.48952, 0.88868, -0.08323], [3.30390, 0.09213, -0.60530]]
}